{"formula": "C7H12O", "method": "ωB97M-V/def2-TZVPD", "e_homo_ev": -8.9401, "spin_multiplicity": 1, "fmax_ev_per_a": 5.88, "gap_ev": 7.4, "total_energy_ha": -348.8880, "relative_energy_kcal_mol": 163.6, "symbols": ["C", "C", "C", "C", "C", "C", "C", "H", "H", "H", "H", "H", "H", "H", "H", "H", "H", "H", "H", "O"], "xyz": [[1.547, 1.391, -0.102], [0.233, 0.709, -0.119], [-0.879, 1.377, 0.015], [-2.016, 0.341, 0.045], [-1.400, -1.054, -0.274], [0.073, -0.730, 0.208], [1.181, -1.565, -0.534], [1.462, 2.625, 0.080], [1.875, 1.362, -1.181], [2.199, 0.587, 0.621], [-0.995, 2.481, -0.031], [-2.326, 0.496, 1.203], [-2.749, 0.585, -0.658], [-2.092, -1.792, 0.290], [-1.504, -1.279, -1.347], [0.798, -2.691, -0.407], [1.245, -1.257, -1.582], [2.175, -1.504, 0.177], [0.936, 0.724, 2.094], [0.237, -0.806, 1.505]]}


{"formula": "C28H45ClN4RuTe", "method": "ωB97M-V/def2-TZVPD", "e_homo_ev": [2.6763, -1.5521], "spin_multiplicity": 5, "fmax_ev_per_a": 2.54, "gap_ev": [1.2, 5.4], "total_charge": -2, "total_energy_ha": -2135.9009, "s2": 6.018, "symbols": ["Ru", "Cl", "C", "C", "N", "H", "N", "H", "C", "C", "C", "H", "H", "H", "H", "H", "H", "C", "H", "H", "H", "C", "C", "H", "H", "C", "H", "C", "H", "H", "H", "H", "H", "C", "H", "C", "N", "H", "N", "H", "C", "C", "C", "H", "H", "H", "H", "H", "H", "C", "H", "H", "H", "C", "C", "H", "H", "C", "H", "C", "H", "H", "H", "H", "H", "C", "H", "C", "Te", "C", "C", "C", "C", "C", "C", "H", "H", "H", "H", "H"], "xyz": [[-0.129, 0.025, -0.042], [0.894, -0.567, -1.924], [0.015, 1.221, 3.852], [0.023, 1.086, 1.600], [0.564, 0.600, 2.769], [-1.482, 2.830, 3.924], [-0.824, 2.069, 2.019], [0.245, 0.950, 4.872], [1.481, -0.542, 2.782], [2.137, -0.641, 4.141], [0.655, -1.752, 2.430], [1.408, -0.873, 4.920], [2.858, -1.463, 4.117], [2.671, 0.281, 4.388], [3.138, -1.145, 1.552], [3.048, 0.618, 1.850], [0.271, -1.601, 1.385], [2.461, -0.286, 1.646], [-0.215, -1.873, 3.089], [1.285, -2.650, 2.401], [1.931, -0.134, 0.660], [-0.849, 2.142, 3.382], [-3.081, 2.458, 1.227], [-3.465, 2.532, 2.256], [-3.685, 3.112, 0.581], [-1.635, 2.929, 1.156], [-1.701, 3.323, -0.941], [-1.561, 4.354, 1.686], [-0.528, 4.704, 1.749], [-3.185, 1.416, 0.871], [-0.936, 1.714, -0.563], [-2.038, 4.450, 2.665], [-2.103, 5.009, 0.999], [-1.043, 2.804, -0.234], [-0.052, 3.271, -0.270], [0.278, -2.436, -8.265], [0.496, -2.269, -6.915], [-0.721, -1.066, -9.666], [-0.542, -0.530, -7.573], [0.607, -3.288, -8.822], [1.303, -3.160, -6.080], [1.643, -4.409, -6.865], [2.584, -2.430, -5.697], [2.273, -4.179, -7.734], [2.216, -5.089, -6.224], [0.748, -4.947, -7.197], [1.019, -4.122, -4.175], [-0.458, -3.967, -5.150], [2.361, -1.490, -5.181], [0.466, -3.458, -4.851], [3.185, -2.224, -6.592], [3.182, -3.069, -5.032], [0.221, -2.527, -4.330], [-0.382, -1.331, -8.685], [0.035, 1.817, -7.323], [0.771, 1.800, -8.137], [-0.380, 2.832, -7.275], [-1.089, 0.830, -7.608], [-2.568, 1.905, -6.477], [-1.661, 1.114, -8.984], [-2.453, 0.405, -9.255], [0.538, 1.592, -6.376], [-1.723, 0.617, -5.559], [-0.876, 1.100, -9.752], [-2.099, 2.120, -8.982], [-2.151, 0.893, -6.528], [-2.967, 0.202, -6.774], [-0.027, -1.108, -6.459], [-2.349, -1.052, 0.181], [-2.684, -1.682, 2.221], [-2.895, -0.738, 3.237], [-2.795, -1.142, 4.576], [-2.597, -2.491, 4.893], [-2.537, -3.448, 3.875], [-2.589, -3.054, 2.532], [-3.135, 0.296, 2.980], [-2.888, -0.404, 5.377], [-2.518, -2.794, 5.938], [-2.455, -4.503, 4.135], [-2.529, -3.781, 1.725]]}